[1]
Computed, not measured: an isolated molecule of C22H24N4O5, with the ωB97M-V functional and the def2-TZVPD basis.

Each line ends with the natural charge from an NBO analysis.
Atoms and positions in Å:
C: 2.194079 -6.399358 -1.285030  -0.253
O: 2.753088 -5.150044 -0.954258  -0.487
C: 2.018153 -4.277456 -0.219933  0.321
C: 0.721614 -4.509667 0.235441  -0.328
C: 0.063714 -3.542653 0.969865  -0.085
C: 0.681423 -2.330379 1.261164  -0.162
C: -0.023530 -1.304876 1.996876  0.305
N: -1.168626 -1.477139 2.606314  -0.148
O: -1.475194 -0.266357 3.140001  -0.278
C: -0.481493 0.566712 2.807361  0.527
C: -0.563290 2.007265 3.181796  -0.285
N: -1.566310 2.662653 2.361869  -0.431
C: -2.944330 2.311262 2.622262  -0.418
C: -1.137518 3.259845 1.218187  0.707
O: 0.041362 3.483930 1.022168  -0.638
C: -2.206399 3.635077 0.202124  -0.508
C: -1.605848 3.618184 -1.205758  -0.213
N: -0.733105 2.476911 -1.416086  -0.473
C: -0.853421 1.245461 -0.825888  0.744
O: -1.782393 0.880893 -0.144238  -0.626
C: 0.369200 0.422125 -1.176317  -0.329
C: -0.072130 -0.894987 -1.836652  -0.442
C: -0.569190 -0.619659 -3.221465  -0.181
C: 0.135303 0.175569 -4.011671  -0.197
C: 1.412741 0.764127 -3.499915  -0.442
C: 1.206046 1.324010 -2.080192  -0.301
C: 0.425122 2.620108 -2.155795  0.729
O: 0.717565 3.614852 -2.763663  -0.578
N: 0.440052 -0.018774 2.113070  -0.501
C: 1.984131 -2.102370 0.814037  -0.156
C: 2.642498 -3.063052 0.082836  -0.264
H: 1.293858 -6.286920 -1.897362  0.178
H: 2.957838 -6.919592 -1.860706  0.203
H: 1.956361 -6.982368 -0.389873  0.178
H: 0.217648 -5.438741 0.021417  0.222
H: -0.941204 -3.712757 1.322574  0.224
H: 0.400268 2.476833 2.973356  0.278
H: -0.823698 2.109821 4.238629  0.220
H: -3.588899 3.174966 2.463613  0.207
H: -3.275439 1.483585 1.988675  0.219
H: -3.032942 2.002780 3.662407  0.213
H: -2.579467 4.637938 0.417796  0.239
H: -3.030388 2.927857 0.249692  0.240
H: -2.408012 3.606847 -1.951042  0.211
H: -0.979162 4.498549 -1.374875  0.246
H: 0.880077 0.198304 -0.236135  0.272
H: -0.842941 -1.358376 -1.220255  0.237
H: 0.784986 -1.574194 -1.874808  0.224
H: -1.498387 -1.068873 -3.535181  0.209
H: -0.178795 0.418406 -5.014597  0.212
H: 2.180370 -0.014519 -3.459444  0.218
H: 1.769270 1.565783 -4.146932  0.237
H: 2.181809 1.550950 -1.643353  0.246
H: 2.468382 -1.169179 1.056765  0.235
H: 3.649304 -2.905404 -0.270425  0.228

Atomic forces in eV per Å
-0.11 -0.22 -0.06
0.09 0.31 0.11
-0.01 0.21 0.09
0.15 -0.31 -0.20
0.17 0.35 0.08
0.14 -0.53 -0.27
-0.75 0.66 0.66
0.23 -1.17 -0.46
0.05 0.88 0.22
0.45 -0.38 -0.21
0.01 0.12 0.02
0.13 -0.03 0.42
-0.31 -0.02 -0.18
-0.41 0.31 0.10
0.31 0.09 -0.18
0.19 -0.20 -0.15
-0.09 0.19 0.10
-0.26 0.24 -0.10
0.43 -0.18 -0.26
-0.30 -0.10 0.19
0.03 -0.29 0.13
-0.03 0.10 0.08
-0.11 -0.13 0.05
0.04 0.07 -0.16
0.02 0.10 0.09
0.26 -0.01 -0.15
0.15 -0.26 0.05
0.10 0.19 -0.13
0.13 0.40 0.16
-0.21 -0.09 0.09
0.03 -0.26 -0.14
0.03 0.00 0.04
-0.09 0.00 0.04
0.00 0.03 -0.03
-0.02 -0.09 -0.04
-0.12 -0.06 0.00
-0.15 -0.17 0.13
0.05 0.02 -0.09
-0.05 -0.05 0.03
-0.04 0.02 0.05
-0.03 0.05 -0.02
-0.01 0.01 0.01
-0.01 0.14 0.07
0.10 0.08 0.09
-0.16 -0.16 -0.02
-0.07 0.13 -0.08
0.08 -0.04 0.02
0.00 -0.05 0.08
-0.13 -0.03 -0.15
-0.13 -0.03 -0.14
0.07 0.05 -0.01
0.08 -0.06 0.03
-0.09 0.05 0.02
0.06 0.10 0.00
0.12 0.02 -0.03

Summary:
Orbital gap, eV: 9.227
Largest force on an atom, eV/A: 1.3
Spin multiplicity: 1
SMILES string: COc1ccc(-c2noc(CN(C)C(=O)CCN3C(=O)[C@H]4CC=CC[C@H]4C3=O)n2)cc1
LUMO level, eV: 0.665
Net charge: 0

***

[2]
Computed, not measured: a cluster of 2 separate species, C6H12N2 in total, with the ωB97M-V functional and the def2-TZVPD basis.

Each line ends with the natural charge from an NBO analysis.
Atoms and positions in Å:
C: 0.555376 -0.785491 0.673843  0.503
C: 0.407577 -2.197911 1.140360  -0.690
C: 0.279302 0.299373 1.662098  -0.693
N: 1.118811 -0.488722 -0.448426  -0.699
C: -1.971437 -0.268716 -0.397991  -0.189
C: -0.761951 1.779648 -1.113546  0.061
C: 0.420841 1.701083 -1.903343  -0.821
N: -1.614258 0.825000 -0.910125  -0.440
H: 1.334945 -1.254856 -1.076481  0.384
H: 1.075201 0.577676 -0.953057  0.407
H: -2.945750 -0.615243 -0.799215  0.126
H: -0.959006 2.696282 -0.556532  0.190
H: -0.563120 0.035378 2.295507  0.243
H: -0.622467 -2.345650 1.464400  0.262
H: 0.637199 -2.917823 0.355328  0.221
H: 1.069436 -2.377018 1.994953  0.232
H: 1.170760 0.416023 2.289697  0.234
H: 0.088374 1.250512 1.171246  0.247
H: 0.891220 2.650844 -2.136094  0.212
H: 0.388949 1.019611 -2.752621  0.210

Atomic forces in eV per Å
0.35 0.07 -0.16
-0.02 0.01 -0.05
-0.03 0.00 -0.04
-0.25 0.00 0.22
-0.06 -0.26 0.19
-0.03 -0.26 0.05
-0.06 0.01 0.01
0.27 0.36 -0.15
-0.03 -0.01 0.09
-0.09 -0.04 0.06
0.07 0.12 -0.07
-0.01 -0.03 -0.01
0.01 -0.02 -0.03
0.02 0.04 -0.01
0.00 0.06 0.01
-0.04 0.06 -0.06
-0.04 -0.04 -0.05
0.01 -0.03 -0.03
-0.04 -0.03 0.02
-0.02 0.00 0.04

Summary:
Orbital gap, eV: 6.863
Largest force on an atom, eV/A: 0.5
Spin multiplicity: 1
LUMO level, eV: 0.747
Net charge: 0

***

[3]
Computed, not measured: a cluster of 9 separate species, C5H27NO9S in total, with the ωB97M-V functional and the def2-TZVPD basis.

Each line ends with the natural charge from an NBO analysis.
Atoms and positions in Å:
C: 1.381909 2.383272 0.475698  -0.638
C: 1.652615 0.985760 1.007151  -0.210
N: 0.530002 0.060581 0.983448  -0.654
C: 0.802285 -1.076486 1.726331  0.701
O: 1.982037 -1.343114 1.945977  -0.648
C: -0.351131 -1.900824 2.263153  -0.512
C: -0.975388 -2.671001 1.048969  -0.505
S: 0.068316 -4.073944 0.558923  -0.014
H: 1.462534 2.324419 -0.607194  0.225
H: 0.361461 2.726754 0.720400  0.192
H: 2.106021 3.013959 0.983842  0.228
H: 2.511329 0.614361 0.422454  0.181
H: 2.082290 1.050255 2.002814  0.193
H: -0.362349 0.487267 1.173566  0.402
H: 0.189238 -2.564569 2.917849  0.241
H: -0.998542 -1.221206 2.815218  0.236
H: -1.155012 -1.932304 0.326845  0.218
H: -1.863020 -3.160669 1.432819  0.237
H: 0.880807 -3.378977 -0.243811  0.108
O: 3.975430 -1.812563 -0.024436  -0.951
H: 3.248278 -2.367463 0.222299  0.489
H: 3.826200 -0.959865 0.387900  0.482
O: 0.894508 1.305495 -2.537365  -1.011
H: 0.427130 0.955132 -1.811719  0.473
H: 1.828438 0.926189 -2.610160  0.533
O: -3.398019 2.680168 1.140857  -0.941
H: -3.245858 2.603078 0.209585  0.483
H: -2.827070 3.409153 1.304950  0.480
O: -0.928311 3.508818 -1.917373  -0.959
H: -0.632661 2.679354 -2.378828  0.486
H: -0.120632 3.690322 -1.383863  0.469
O: -2.740336 0.063461 1.915895  -1.001
H: -3.165977 -0.272687 2.731156  0.480
H: -3.166730 0.950971 1.757051  0.508
O: -1.196712 -0.665726 -3.546282  -0.955
H: -1.827627 0.080871 -3.652245  0.470
H: -0.351125 -0.261866 -3.395539  0.480
O: -3.860276 -1.744174 -0.387148  -0.944
H: -3.689345 -0.933213 0.068843  0.475
H: -3.082158 -1.902188 -0.913259  0.468
O: 3.193861 -0.332738 -2.434590  -0.981
H: 3.514939 -0.829245 -1.665290  0.504
H: 3.018637 -1.094832 -3.034884  0.480

Atomic forces in eV per Å
-0.87 -0.63 0.26
0.99 0.43 -0.33
0.41 -0.12 0.34
0.73 0.46 0.17
-0.81 -0.42 -0.03
1.34 0.15 -1.07
0.58 -0.63 2.92
-0.10 0.34 -0.41
0.26 0.69 0.07
0.35 -0.01 0.10
0.01 0.43 -0.53
-0.58 -0.22 0.00
-0.26 -0.06 0.40
-0.38 -0.03 0.00
-0.37 -0.49 0.45
-0.35 -0.30 -0.23
-0.55 0.39 -1.42
-0.46 0.21 -0.43
0.14 -0.04 -0.05
0.98 0.43 -1.15
-0.69 -0.25 0.62
-0.23 -0.15 0.59
1.73 0.53 -2.12
-0.24 -1.15 1.56
-1.58 0.12 0.66
-0.50 -0.58 0.17
-0.23 -0.46 -1.24
0.71 1.10 0.90
1.16 -1.11 0.22
-0.35 1.21 0.29
-0.86 0.04 -0.54
-0.89 0.75 0.39
0.30 0.22 -0.72
0.61 -0.78 0.25
-1.50 0.24 -0.07
0.74 -0.78 0.05
0.74 0.58 0.02
-0.64 -0.68 -0.29
0.26 0.74 0.67
0.36 -0.11 -0.38
-0.23 -1.19 -0.82
0.17 0.11 0.50
0.09 1.02 0.25

Summary:
Orbital gap, eV: 9.277
Largest force on an atom, eV/A: 3.0
Spin multiplicity: 1
SMILES string: CCNC(=O)CCS.O.O.O.O.O.O.O.O
LUMO level, eV: -0.021
Net charge: 0

***

[4]
Computed, not measured: an isolated molecule of C20H20N2O3S, with the ωB97M-V functional and the def2-TZVPD basis.

Each line ends with the natural charge from an NBO analysis.
Atoms and positions in Å:
C: -6.646263 -0.169511 -2.173636  -0.276
O: -5.335779 -0.201211 -1.667423  -0.479
C: -5.134359 -1.053773 -0.675409  0.770
O: -6.003270 -1.664296 0.018183  -0.604
C: -3.720900 -1.258433 -0.047033  -0.583
S: -2.725533 -1.600938 -1.587122  0.239
C: -1.267341 -0.812314 -0.889000  0.221
N: -1.167127 0.392181 -1.391527  -0.439
C: -0.231414 1.262967 -0.687048  0.245
C: 0.287066 0.878028 0.502566  -0.162
C: 0.847606 1.882663 1.434414  0.552
O: 1.295641 1.663354 2.609583  -0.557
C: 0.852641 3.393639 1.048079  -0.499
C: -0.326070 3.739202 0.114826  -0.395
C: -0.279860 2.808316 -1.126974  -0.432
C: 0.471843 -0.584695 0.864976  -0.296
C: 1.879718 -0.946838 0.595546  0.050
C: 2.460947 -1.266037 -0.689603  -0.228
C: 3.822997 -1.503158 -0.701979  -0.196
C: 4.629790 -1.460086 0.448272  -0.024
C: 6.068824 -1.299499 0.508378  -0.621
C: 4.088576 -1.212923 1.669899  -0.201
C: 2.684040 -1.176160 1.747275  -0.177
C: -0.569850 -1.414083 0.291545  -0.413
C: -0.092306 -2.793113 -0.015137  0.292
N: 0.165482 -3.958885 -0.160666  -0.277
H: -6.970258 0.733997 -2.741730  0.203
H: -6.658502 -0.966968 -2.914772  0.197
H: -7.412499 -0.160865 -1.400662  0.213
H: -3.475918 -0.302590 0.371507  0.239
H: -3.646061 -2.167474 0.582713  0.263
H: 1.815744 3.716529 0.607266  0.234
H: 0.848881 4.077760 1.976059  0.243
H: -0.243000 4.800677 -0.210071  0.213
H: -1.323906 3.664979 0.481242  0.206
H: -1.231659 2.953613 -1.701223  0.233
H: 0.636549 3.079833 -1.684428  0.222
H: 0.343129 -0.720289 1.916475  0.247
H: 1.850342 -1.121172 -1.554222  0.216
H: 4.384546 -1.650806 -1.637056  0.210
H: 6.440605 -0.692562 -0.309892  0.218
H: 6.391829 -0.932824 1.518907  0.216
H: 6.527739 -2.264957 0.313013  0.219
H: 4.683612 -1.137920 2.508122  0.204
H: 2.328143 -1.116514 2.757415  0.213
H: -1.344417 -1.436844 1.080352  0.279

Atomic forces in eV per Å
-1.75 0.51 -1.25
1.12 0.25 0.76
-2.17 -2.66 5.15
1.54 2.09 -3.20
-0.63 -0.60 -3.21
0.92 -0.24 1.06
-1.32 2.19 -2.57
2.04 -1.26 1.67
-1.36 1.75 0.43
0.71 0.52 -0.07
1.86 1.73 3.75
-1.60 -0.54 -3.89
-0.80 0.77 0.89
1.32 0.26 -1.39
-0.34 -1.24 0.56
1.08 1.85 0.69
2.39 -2.26 0.35
-0.09 1.34 2.74
0.97 -0.31 -0.81
-0.89 1.54 0.17
2.19 -0.75 -0.61
-3.95 -1.28 -1.56
0.61 1.34 -0.72
-1.52 -1.51 -1.17
0.31 -5.48 -0.22
-1.11 5.81 0.59
1.54 -0.10 0.36
-0.80 -0.31 0.34
0.21 -0.97 0.18
0.58 0.33 0.47
-0.63 1.07 -0.14
-0.39 -0.66 -0.32
-0.29 -1.57 -1.01
0.08 -0.64 0.02
-0.55 -0.28 1.16
1.14 -0.24 0.07
-0.61 -0.40 -0.20
0.23 0.44 0.88
-0.02 -0.22 -0.69
-0.60 0.02 0.20
0.19 0.51 0.10
-0.08 -0.26 -1.27
0.47 -0.28 0.24
0.97 0.09 1.77
-0.86 0.29 0.14
-0.10 -0.65 -0.49

Summary:
Orbital gap, eV: 7.807
Largest force on an atom, eV/A: 6.2
Spin multiplicity: 1
SMILES string: COC(=O)CSC1=NC2=C(C(=O)CCC2)[C@H](c2ccc(C)cc2)[C@@H]1C#N
LUMO level, eV: -0.989
Net charge: 0

***

Which of these has the highest orbital gap? C5H27NO9S

***

What is the orbital gap in the first record? 9.227 eV